{
  "formula": "C25H50O11",
  "method": "ωB97M-V with the def2-TZVPD basis set",
  "species": ["C", "C", "O", "C", "C", "O", "H", "H", "H", "H", "H", "H", "H", "H", "C", "C", "O", "C", "C", "O", "H", "H", "H", "H", "H", "H", "H", "H", "C", "C", "O", "C", "C", "O", "H", "H", "H", "H", "H", "H", "H", "H", "C", "C", "O", "C", "C", "O", "H", "H", "H", "H", "H", "H", "H", "H", "C", "C", "C", "O", "H", "H", "H", "H", "H", "H", "C", "C", "C", "O", "H", "H", "H", "H", "H", "H", "C", "C", "C", "O", "H", "H", "H", "H", "H", "H"],
  "coordinates": [[-8.0298, 3.1864, -0.4078], [-7.2548, 2.1894, 0.3822], [-6.1398, 2.8264, 0.9512], [-4.9578, 2.1224, 1.3612], [-3.8678, 2.8254, 1.8602], [-4.8908, 0.9314, 1.2612], [-8.9028, 2.7894, -1.1068], [-7.2188, 3.5844, -1.0368], [-8.5728, 3.9264, -0.0528], [-8.0588, 1.8664, 1.1312], [-6.7978, 1.3344, -0.2638], [-3.2628, 2.9444, 1.0392], [-3.6388, 2.4744, 2.6252], [-4.3168, 3.8694, 2.1892], [-0.3708, 0.9774, -5.8558], [-0.8498, 2.4704, -5.5978], [-0.3148, 2.9534, -4.3908], [-0.2508, 4.2944, -4.1498], [0.5652, 4.6334, -2.8498], [-0.7688, 5.1424, -4.8288], [0.7602, 0.8174, -5.7728], [-0.7268, 0.7784, -6.8078], [-0.6508, 0.2074, -5.1068], [-0.7138, 3.0924, -6.3838], [-1.9818, 2.3694, -5.5708], [1.2472, 3.7454, -2.6988], [0.0882, 4.8934, -2.0348], [1.0932, 5.3714, -3.2288], [1.9032, 2.1464, 3.2252], [2.5532, 1.6054, 4.3982], [2.3212, 2.1284, 5.6832], [3.1912, 1.9104, 6.6692], [2.7722, 2.4824, 8.0542], [4.2402, 1.1954, 6.6332], [0.6982, 2.2894, 3.5532], [2.0882, 1.4634, 2.3772], [2.3132, 3.1094, 2.8102], [2.1542, 0.6274, 4.5462], [3.7682, 1.4284, 4.2532], [1.8932, 2.1314, 8.1252], [2.5592, 3.4374, 7.7842], [3.6262, 2.4894, 8.8422], [2.9442, -4.4086, -2.5668], [3.3622, -2.9926, -2.9388], [4.6572, -2.6856, -2.3558], [5.3552, -1.5466, -2.6778], [6.7032, -1.6576, -2.0448], [5.0522, -0.7396, -3.5308], [3.5412, -5.0346, -3.0058], [1.8512, -4.6676, -2.4368], [3.1652, -4.5916, -1.5118], [3.1642, -2.7956, -3.8108], [2.7082, -2.4166, -2.3438], [7.5252, -1.0096, -2.6198], [7.2362, -2.5966, -2.1098], [6.6022, -1.2416, -1.0528], [0.5642, -3.0416, 2.1382], [2.0432, -2.6246, 2.4532], [2.8202, -2.2016, 1.2552], [2.4782, -2.6636, 3.6392], [0.1592, -2.0086, 1.9902], [0.2442, -3.5346, 3.1712], [0.1852, -3.6696, 1.4192], [2.3382, -1.5206, 0.5542], [3.0822, -3.0816, 0.8562], [3.8482, -2.1236, 1.5522], [-1.7478, 0.2454, 0.2152], [-0.2958, 0.5494, -0.2568], [0.0842, -0.0316, -1.6868], [0.4572, 1.4064, 0.3412], [-2.2908, 1.0824, -0.2138], [-1.6488, 0.3294, 1.3912], [-2.1638, -0.6626, 0.1472], [0.4352, 0.6254, -2.2518], [-0.7048, -0.4046, -2.1978], [0.7982, -0.8936, -1.8198], [-3.0578, -3.5706, 0.6482], [-1.7898, -4.0386, -0.2328], [-1.4988, -5.4866, -0.3508], [-1.0688, -3.2096, -0.8318], [-2.8518, -3.6926, 1.7102], [-3.8998, -4.2366, 0.5122], [-3.4068, -2.5966, 0.2742], [-0.7538, -5.7396, -0.9138], [-2.2968, -6.0276, -0.6688], [-1.2278, -5.8556, 0.5532]],
  "total_charge": 0,
  "orbital_gap_ha": 0.3651,
  "smiles": "CCOC(C)=O.CCOC(C)=O.CCOC(C)=O.CCOC(C)=O.CC(C)=O.CC(C)=O.CC(C)=O",
  "lumo_ev": 0.34
}



{
  "formula": "C15H19N3O3Ru",
  "method": "ωB97M-V with the def2-TZVPD basis set",
  "species": ["N", "C", "C", "H", "H", "H", "N", "C", "C", "H", "H", "H", "N", "C", "C", "H", "H", "H", "Ru", "C", "O", "C", "O", "C", "C", "C", "C", "C", "C", "H", "H", "H", "H", "H", "H", "C", "O", "H", "H", "H", "H"],
  "coordinates": [[0.5228, 2.4214, -0.1340], [0.3955, 3.5654, -0.0006], [0.3677, 4.9513, 0.4096], [-0.6698, 5.3138, 0.4159], [0.9371, 5.5790, -0.3089], [0.8272, 5.0163, 1.4244], [2.1668, -1.5919, -0.3841], [3.1786, -2.0967, -0.7194], [4.3853, -2.8565, -0.6097], [5.1434, -2.4732, -1.3063], [4.1794, -3.8997, -0.8880], [4.7198, -2.7600, 0.4426], [-1.8352, -1.8844, -0.2273], [-2.9964, -1.8833, -0.0279], [-4.3381, -2.2487, 0.4023], [-4.2496, -2.9790, 1.2217], [-4.9090, -2.7267, -0.4272], [-4.8839, -1.3550, 0.7274], [0.5711, -0.3104, -0.1247], [0.2489, -1.5349, 1.3747], [0.1689, -2.3037, 2.2816], [1.6060, 0.4539, 1.2215], [2.3240, 0.8784, 2.0586], [0.8099, 1.1467, -2.0142], [-0.5805, 1.2315, -1.8439], [-1.3464, 0.0637, -1.8388], [-0.6758, -1.1686, -2.0349], [0.6718, -1.2215, -2.1687], [1.4315, -0.0635, -2.1454], [1.3924, 2.0663, -2.0043], [-1.0772, 2.1632, -1.5507], [-2.3912, 0.1211, -1.5456], [-1.2732, -2.0750, -2.0717], [1.1232, -2.2079, -2.3365], [2.5127, -0.0692, -2.2890], [-1.3175, 0.6003, 3.1738], [-1.3873, 0.8803, 1.7298], [-1.9972, 1.2893, 3.7528], [-0.2319, 0.7511, 3.4826], [-1.5766, -0.4942, 3.3461], [-1.9472, 1.7109, 1.5361]],
  "multiplicity": 5,
  "total_charge": 4,
  "orbital_gap_ha": [0.2686, 0.1392],
  "lumo_ev": [-14.99, -19.40]
}



{
  "formula": "C6H12N2",
  "method": "ωB97M-V with the def2-TZVPD basis set",
  "species": ["C", "C", "C", "C", "N", "N", "H", "H", "H", "H", "H", "H", "C", "C", "H", "H", "H", "H", "H", "H"],
  "coordinates": [[0.2341, 0.1498, -2.5532], [-0.7333, 2.3046, 0.0535], [-0.4952, 0.9549, -1.5639], [-1.8178, 0.7374, -1.0032], [0.1196, 1.9108, -0.8711], [-1.9091, 1.6021, 0.0016], [-0.5816, 3.0832, 0.7721], [-2.6666, 1.6251, 0.6718], [-2.6295, 0.0725, -1.2248], [0.8625, 0.7968, -3.1570], [-0.4303, -0.4483, -3.1793], [0.8604, -0.5839, -2.0355], [0.9009, -0.8409, 1.6043], [1.3928, -2.2645, 1.8799], [-0.0457, -0.7838, 1.0637], [0.8138, -0.2678, 2.5301], [1.5971, -0.2459, 0.9973], [1.1903, -3.0009, 1.1039], [0.8925, -2.6393, 2.7793], [2.4449, -2.1620, 2.1306]],
  "multiplicity": 2,
  "total_charge": 1,
  "orbital_gap_ha": [0.3958, 0.2502],
  "lumo_ev": [-3.88, -7.84]
}



{
  "formula": "C2H3EuLiO",
  "method": "ωB97M-V with the def2-TZVPD basis set",
  "species": ["C", "C", "O", "Li", "H", "H", "Eu", "H"],
  "coordinates": [[-1.3611, -0.1852, 0.5089], [-0.2880, 0.6461, 0.5491], [0.9630, 0.1113, 0.7706], [0.8711, -1.2731, -0.7838], [-2.3613, 0.1994, 0.2947], [-1.2851, -1.2694, 0.7049], [1.6626, 2.3204, 0.1880], [1.7988, -0.5496, -2.2324]],
  "multiplicity": 8,
  "total_charge": 0,
  "orbital_gap_ha": [0.1865, 0.1910],
  "lumo_ev": [-1.56, -1.49]
}



{
  "formula": "C5H10N",
  "method": "ωB97M-V with the def2-TZVPD basis set",
  "species": ["C", "C", "C", "C", "C", "N", "H", "H", "H", "H", "H", "H", "H", "H", "H", "H"],
  "coordinates": [[1.9623, -0.9371, 2.1534], [0.7028, -0.5775, 2.0161], [0.3298, 0.0273, 0.3355], [-0.7826, 0.2295, -0.8366], [-0.8563, 1.3883, -1.7935], [-1.6602, -0.6848, -1.1264], [2.7895, -1.1364, 1.3861], [2.3313, -0.9530, 3.2011], [-0.0182, -0.4943, 2.8323], [0.9858, -0.7334, -0.2033], [0.8981, 0.9803, 0.5058], [-0.7875, 2.3512, -1.3021], [-1.7403, 1.2608, -2.3784], [0.0169, 1.2800, -2.4560], [-1.8031, -1.5217, -0.5924], [-2.3682, -0.4792, -1.7418]],
  "total_charge": 1,
  "orbital_gap_ha": 0.3489,
  "smiles": "C=CCC(C)=[NH2+]",
  "lumo_ev": -4.58
}



{
  "formula": "C4H10N3S",
  "method": "ωB97M-V with the def2-TZVPD basis set",
  "species": ["C", "N", "S", "C", "N", "N", "C", "C", "H", "H", "H", "H", "H", "H", "H", "H", "H", "H"],
  "coordinates": [[2.9893, -0.7211, 0.5423], [2.0006, 0.1866, 0.2440], [0.7569, -0.1398, -0.7373], [-1.1994, -0.8971, -0.2139], [-2.0046, -1.8325, -0.6149], [-1.7473, 0.1163, 0.3950], [-1.1042, 1.4263, 0.3707], [-0.0441, 1.4869, -0.6951], [3.1626, -1.4156, -0.2555], [3.9639, -0.1077, 0.7925], [2.6284, -1.2473, 1.4355], [-1.6520, -2.7140, -1.1784], [-2.9844, -1.7925, -0.4039], [-2.6264, 0.0999, 0.9742], [-0.6641, 1.4579, 1.3653], [-1.7783, 2.2232, 0.2888], [-0.4937, 1.6596, -1.7435], [0.7967, 2.2111, -0.5656]],
  "total_charge": 1,
  "orbital_gap_ha": [0.3124, 0.3124],
  "smiles": "C[N+]#S1=C(N)NCC1",
  "lumo_ev": [-4.04, -4.04]
}



{
  "formula": "C4H6O2",
  "method": "ωB97M-V with the def2-TZVPD basis set",
  "species": ["O", "C", "C", "O", "C", "C", "H", "H", "H", "H", "H", "H"],
  "coordinates": [[-2.2167, -0.5341, 1.3222], [-1.0319, -0.3631, 1.2070], [-0.2077, -0.3221, -0.0780], [-0.0563, -1.5930, -0.6578], [-0.0836, 0.8021, -1.0658], [0.9692, 0.6010, -0.0119], [-0.3921, -0.2868, 2.1164], [0.7150, -2.0111, -0.2466], [-0.6780, 1.7141, -1.0802], [0.1690, 0.3881, -2.0370], [0.9160, 1.2835, 0.8343], [1.9696, 0.2581, -0.2521]],
  "total_charge": 0,
  "orbital_gap_ha": 0.3854,
  "smiles": "O=CC1(O)CC1",
  "lumo_ev": 0.67
}



{
  "formula": "C5H14N3",
  "method": "ωB97M-V with the def2-TZVPD basis set",
  "species": ["C", "C", "C", "C", "C", "N", "N", "N", "H", "H", "H", "H", "H", "H", "H", "H", "H", "H", "H", "H", "H", "H"],
  "coordinates": [[0.5660, -0.8966, 0.7445], [0.8224, 0.6091, 0.8275], [-0.8343, -0.7794, -1.3043], [0.7528, -2.5931, -1.0389], [-0.2705, 2.7412, 1.1059], [0.0957, -1.3921, -0.5656], [-1.7146, 0.1371, -1.1063], [-0.5253, 1.3508, 0.8504], [1.5348, -1.2772, 1.0974], [-0.1697, -1.1150, 1.4807], [1.3586, 0.8544, 1.7323], [1.2874, 1.1767, 0.0056], [-0.0866, -0.9286, -3.7502], [0.7727, -3.2890, -0.1447], [0.2080, -3.0766, -1.7539], [1.8679, -2.5161, -1.3801], [-0.4805, 3.3237, 0.1460], [-1.0197, 3.1348, 1.9143], [0.6924, 2.9425, 1.7178], [-1.2111, 1.0482, -0.1564], [-2.2865, 0.4278, -1.8507], [-1.0638, 0.9869, 1.6205]],
  "multiplicity": 3,
  "total_charge": 1,
  "orbital_gap_ha": [0.3624, 0.3201],
  "lumo_ev": [-2.68, -5.01]
}